Computed, not measured: a 7-piece molecular cluster, C13H42B2F4N2O7 overall in a non-equilibrium geometry, with the ωB97M-V functional and the def2-TZVPD basis.

Results
* E_LUMO: 4.030 eV
* charge: -2
* Kohn-Sham gap: 4.768 eV

The geometry in XYZ format:
```
70
Properties=species:S:1:pos:R:3:forces:R:3
B -14.1271 1.3472 -30.0858 0.170 0.408 -0.431
H -14.1193 2.2304 -30.9212 0.101 0.178 -0.661
H -14.8001 1.8203 -29.2164 -0.084 -0.099 0.559
H -14.6255 0.3517 -30.5543 -0.098 -0.498 -0.113
H -12.9591 1.1593 -29.7948 0.491 -0.226 0.433
B -18.3038 3.3927 -27.8414 1.411 -0.184 1.020
F -18.7282 3.6055 -26.5218 -0.471 0.344 -0.085
F -17.8881 4.5903 -28.4518 -0.671 0.350 0.007
F -17.1655 2.5745 -27.7725 -0.584 -0.218 -0.209
F -19.3520 2.7864 -28.5733 -0.331 0.371 -0.044
C -15.4454 6.8519 -26.4438 -0.416 -0.217 0.479
C -16.3317 7.8176 -25.6889 -0.369 -0.432 0.371
O -15.6725 9.0604 -25.4307 0.075 0.412 -0.309
O -14.4121 6.4067 -25.5590 0.083 0.331 -0.350
H -15.0780 7.3217 -27.3607 0.270 -0.045 0.081
H -16.0148 5.9649 -26.7218 -0.009 0.018 -0.050
H -16.6132 7.3529 -24.7384 0.048 -0.074 -0.030
H -17.2733 8.0019 -26.2087 0.191 0.254 -0.243
H -15.2762 9.0744 -24.5582 -0.142 -0.247 0.054
H -13.9865 7.2120 -25.2479 0.238 -0.084 -0.033
C -22.2869 3.3275 -29.7050 0.281 -0.640 -0.164
C -22.3493 4.6961 -29.0771 0.263 0.390 1.092
O -21.3187 4.9197 -28.1144 -0.116 0.105 -0.161
O -21.2932 3.2105 -30.7117 -0.393 0.355 -0.213
H -23.2504 3.0376 -30.1339 0.065 0.273 -0.301
H -22.0779 2.5455 -28.9622 -0.098 0.325 0.380
H -23.2772 4.8577 -28.5122 -0.215 -0.315 -0.273
H -22.2907 5.5059 -29.8111 -0.005 -0.265 -0.327
H -20.6883 4.1881 -28.1043 0.062 -0.051 -0.042
H -20.4443 3.4429 -30.3143 0.149 -0.232 0.044
C -16.3021 5.0319 -31.3161 0.543 0.878 -0.057
O -16.3022 3.8412 -30.5830 -0.789 1.013 -0.230
H -15.7188 5.8292 -30.8133 0.030 -0.120 0.055
H -15.8231 4.9262 -32.2928 -0.096 -0.436 0.016
H -17.2928 5.4917 -31.4714 -0.126 -0.341 -0.072
H -16.8731 4.0955 -29.8364 0.450 -0.786 0.066
C -18.8284 -1.2166 -29.0899 0.441 -0.028 1.036
C -17.7206 -0.5301 -29.8846 0.235 1.258 -0.199
C -17.4751 -1.2782 -31.1833 0.013 -0.931 0.674
O -16.5097 -0.7181 -32.0158 -0.131 -0.018 0.222
C -16.0889 -1.6211 -32.9830 -0.401 0.029 -0.342
N -17.9792 0.8855 -30.1569 -1.683 0.009 0.069
H -18.4961 -2.1697 -28.6568 -0.057 -0.129 -0.305
H -19.7809 -1.3673 -29.6020 0.078 0.137 -0.228
H -18.9856 -0.5777 -28.2154 -0.325 -0.002 -0.079
H -16.8206 -0.4916 -29.2643 0.214 -0.439 -0.285
H -18.4300 -1.4751 -31.7095 -0.034 0.410 -0.133
H -17.1621 -2.2888 -30.8489 0.174 -0.007 -0.231
H -15.9128 -2.6169 -32.5566 0.222 -0.034 0.014
H -15.1886 -1.2431 -33.4631 0.083 0.061 0.158
H -16.8662 -1.7361 -33.7593 0.022 -0.108 -0.071
H -17.9942 1.4533 -29.3059 0.957 -0.603 -0.272
H -18.9813 0.9533 -30.3689 0.161 -0.019 -0.561
C -15.6901 1.3340 -24.2491 0.575 0.739 0.992
C -14.6902 1.7314 -25.3421 -1.277 -0.670 -1.229
C -13.2875 1.4130 -24.9001 0.278 -0.302 0.071
O -12.3227 1.8776 -25.8117 -0.088 -0.241 0.006
C -11.0140 1.7059 -25.3513 0.096 0.884 0.545
N -15.0227 0.9906 -26.5797 0.285 -0.461 0.859
H -15.7954 0.2500 -24.1743 0.011 -0.041 -0.216
H -16.6682 1.7865 -24.4016 -0.026 -0.080 -0.208
H -15.3254 1.6689 -23.2620 -0.207 0.038 -0.028
H -14.7959 2.7706 -25.6616 0.174 0.192 0.553
H -13.2046 0.3137 -24.8066 0.011 0.010 -0.021
H -13.0822 1.8116 -23.8926 -0.128 0.200 -0.049
H -10.6603 2.6605 -24.9220 0.103 -0.020 -0.158
H -10.3516 1.4406 -26.1731 -0.080 -0.183 -0.041
H -10.9275 1.0066 -24.5102 -0.088 -0.407 -0.315
H -15.9723 1.2129 -26.8729 0.351 0.338 -0.233
H -15.0557 0.0062 -26.3155 0.132 -0.076 -0.258
```
Forces are in eV/Å.